Computed, not measured: C34H24N4O8PSY as an isolated structure, with ωB97M-V with the def2-TZVPD basis set.

Structure (XYZ):
```
73
C34H24N4O8PSY (ωB97M-V with the def2-TZVPD basis set)
Y -1.154 -0.358 -1.534
N 0.221 1.546 -5.507
C -0.421 0.634 -4.669
S -1.855 1.205 -3.856
N 0.106 -0.547 -4.611
N -0.545 -1.372 -3.704
C -0.573 -2.611 -4.010
C -1.291 -3.633 -3.271
C -1.095 -4.962 -3.652
C -1.789 -6.007 -3.073
C -2.731 -5.707 -2.086
C -2.959 -4.407 -1.695
C -2.243 -3.317 -2.256
O -2.480 -2.117 -1.854
H 0.105 2.489 -5.165
H 1.197 1.301 -5.610
H -0.066 -2.920 -4.927
H -0.360 -5.165 -4.425
H -1.605 -7.031 -3.375
H -3.292 -6.509 -1.616
H -3.686 -4.168 -0.928
O -1.820 5.866 0.471
C -1.655 4.569 0.066
C -0.605 4.198 -0.763
C -0.485 2.864 -1.100
N -1.363 1.962 -0.686
C -2.365 2.312 0.109
C -2.552 3.616 0.527
C -3.202 1.130 0.597
O -4.063 1.337 1.450
O -2.865 0.019 0.072
C 0.708 2.296 -1.876
O 1.506 3.094 -2.369
O 0.763 1.027 -1.866
H -1.089 6.380 0.115
H 0.138 4.900 -1.122
H -3.357 3.861 1.205
O 1.812 -3.301 -1.423
C 1.446 -2.362 -0.732
O 0.267 -1.874 -0.668
C 2.490 -1.698 0.179
C 3.774 -2.236 0.120
C 4.806 -1.740 0.895
C 4.561 -0.678 1.752
C 3.291 -0.130 1.813
C 2.236 -0.620 1.037
P 0.556 0.141 1.172
C -0.057 -0.629 2.730
C -1.391 -1.032 2.751
C -1.941 -1.581 3.905
C -1.165 -1.741 5.040
C 0.171 -1.352 5.024
C 0.718 -0.801 3.877
C 0.972 1.833 1.755
C 1.930 2.585 1.068
C 2.134 3.922 1.369
C 1.368 4.544 2.346
C 0.392 3.817 3.013
C 0.196 2.474 2.721
H 3.922 -3.060 -0.565
H 5.797 -2.174 0.829
H 5.355 -0.268 2.366
H 3.121 0.713 2.470
H -2.006 -0.913 1.866
H -2.982 -1.880 3.904
H -1.593 -2.171 5.938
H 0.786 -1.480 5.907
H 1.759 -0.504 3.873
H 2.507 2.126 0.274
H 2.877 4.483 0.814
H 1.518 5.592 2.575
H -0.231 4.298 3.758
H -0.579 1.922 3.240
```

## Properties
Energy above the lowest of the compared OMol25 structures with the same formula, charge and spin   2.6 kcal per mole
LUMO   4.11 eV
Electronic energy   -2909.29837 hartree
Spin multiplicity   1
Net charge   -2

Computed, not measured: C34H25FN5O4Pt as an isolated structure at a distorted geometry, with ωB97M-V with the def2-TZVPD basis set.

Structure (XYZ):
```
70
C34H25FN5O4Pt (ωB97M-V with the def2-TZVPD basis set)
Pt 0.354 -2.595 -0.928
C 5.579 -4.000 4.184
C 6.086 -3.033 3.116
C 7.408 -3.535 2.546
C 7.935 -2.573 1.493
C 6.903 -2.383 0.425
C 7.269 -2.045 -0.859
C 6.297 -1.869 -1.839
F 6.685 -1.510 -3.069
C 4.967 -2.072 -1.577
C 4.573 -2.445 -0.284
C 3.162 -2.723 -0.027
O 2.401 -2.877 -1.024
C 2.814 -2.826 1.350
C 3.820 -2.911 2.279
N 5.124 -2.867 2.018
C 5.540 -2.569 0.737
C 1.412 -2.830 1.992
O 1.355 -2.993 3.196
O 0.389 -2.603 1.273
H 6.380 -4.200 4.890
H 5.283 -4.943 3.730
H 4.743 -3.603 4.752
H 6.235 -2.043 3.568
H 7.251 -4.520 2.104
H 8.132 -3.637 3.352
H 8.858 -2.954 1.058
H 8.164 -1.610 1.957
H 8.305 -1.915 -1.127
H 4.232 -1.948 -2.356
H 3.503 -3.045 3.304
C -8.250 8.041 -1.117
O -8.570 6.668 -1.085
C -7.575 5.766 -1.069
C -6.209 6.066 -1.077
C -5.288 5.042 -1.052
C -5.699 3.708 -1.017
C -7.067 3.412 -1.018
C -7.988 4.426 -1.042
C -4.698 2.681 -0.996
N -3.401 2.910 -1.004
C -2.811 1.698 -1.016
C -3.782 0.682 -1.012
N -4.974 1.338 -0.994
C -3.466 -0.694 -1.020
C -4.404 -1.741 -0.969
C -3.951 -3.039 -0.965
C -2.580 -3.281 -1.059
N -1.682 -2.311 -1.126
C -2.087 -1.021 -1.074
C -1.086 0.013 -1.064
N 0.205 -0.355 -1.061
C 1.168 0.538 -1.016
C 0.910 1.910 -0.984
C -0.400 2.335 -0.991
C -1.429 1.385 -1.027
H -9.204 8.565 -1.129
H -7.683 8.293 -2.018
H -7.682 8.335 -0.230
H -5.858 7.086 -1.096
H -4.229 5.244 -1.061
H -7.414 2.389 -1.000
H -9.047 4.221 -1.035
H -5.891 0.926 -0.977
H -5.464 -1.534 -0.939
H -4.633 -3.873 -0.908
H -2.194 -4.291 -1.087
H 2.179 0.153 -0.997
H 1.733 2.609 -0.944
H -0.662 3.381 -0.956
```

## Properties
Energy above the lowest of the compared OMol25 structures with the same formula, charge and spin   14.0 kcal per mole
LUMO   -3.85 eV
Electronic energy   -2104.43630 hartree
Spin multiplicity   1
Net charge   +1

Computed, not measured: C34H25N6O9PSW as an isolated structure at a distorted geometry, with ωB97M-V with the def2-TZVPD basis set.

Structure (XYZ):
```
77
C34H25N6O9PSW (ωB97M-V with the def2-TZVPD basis set)
W -0.162 0.934 -1.480
O 0.987 -1.629 -0.266
C 0.860 -0.791 0.592
O 0.616 0.498 0.307
C 0.998 -1.110 2.056
P -0.565 -1.103 3.104
C -0.252 0.380 4.143
C -0.887 0.432 5.380
C -0.738 1.534 6.213
C 0.066 2.593 5.823
C 0.719 2.548 4.597
C 0.563 1.451 3.765
C -1.867 -0.507 1.943
C -2.565 -1.438 1.260
C -3.483 -1.110 0.151
C -3.673 0.408 -0.046
C -3.104 1.324 0.920
C -2.183 0.906 1.796
H 1.708 -0.425 2.519
H 1.405 -2.117 2.116
H -1.508 -0.400 5.694
H -1.243 1.558 7.170
H 0.190 3.450 6.473
H 1.347 3.374 4.284
H 1.056 1.441 2.800
H -2.446 -2.495 1.474
H -4.881 -2.018 -0.859
H -4.600 0.697 -0.526
H -3.451 2.351 0.920
H -1.744 1.611 2.483
S 1.613 0.426 -2.822
C 2.568 1.916 -2.712
N 3.685 1.936 -3.349
N 4.509 2.950 -3.402
C 4.230 4.343 -3.193
C 4.837 5.011 -2.145
C 4.627 6.376 -1.991
C 3.816 7.059 -2.884
C 3.204 6.378 -3.932
C 3.410 5.018 -4.089
N 2.169 2.942 -1.891
N 1.068 2.781 -1.309
C 0.687 3.859 -0.443
C 1.334 5.091 -0.491
C 0.942 6.089 0.382
C -0.079 5.865 1.299
C -0.718 4.635 1.337
C -0.339 3.630 0.461
H 5.325 2.731 -3.951
H 5.464 4.461 -1.455
H 5.103 6.903 -1.176
H 3.658 8.123 -2.767
H 2.570 6.910 -4.629
H 2.942 4.474 -4.900
H 2.127 5.253 -1.205
H 1.437 7.051 0.347
H -0.377 6.651 1.980
H -1.508 4.451 2.054
H -0.831 2.666 0.510
O -4.547 -2.007 0.041
C -2.797 -0.440 -0.998
O -1.426 -0.427 -0.911
C -3.194 -0.272 -2.419
C -3.947 -1.093 -3.223
C -4.139 -0.751 -4.557
C -3.543 0.347 -5.130
C -2.727 1.136 -4.337
C -2.571 0.883 -2.963
O -1.875 1.704 -2.168
N -2.074 2.272 -5.003
O -2.688 2.813 -5.892
O -0.976 2.621 -4.624
N -4.989 -1.611 -5.393
O -5.102 -1.322 -6.567
O -5.494 -2.582 -4.863
H -4.390 -2.012 -2.865
H -3.698 0.585 -6.172
```

## Properties
Energy above the lowest of the compared OMol25 structures with the same formula, charge and spin   88.2 kcal per mole
LUMO (alpha / beta)   -1.69 / -1.76 eV
Electronic energy   -3122.74176 hartree
Spin multiplicity   3
Net charge   0

Computed, not measured: C34H26BrN5O2PdS3 as an isolated structure, with ωB97M-V with the def2-TZVPD basis set.

Structure (XYZ):
```
72
C34H26BrN5O2PdS3 (ωB97M-V with the def2-TZVPD basis set)
Pd -0.568 0.785 -1.660
C 2.800 -0.771 -1.860
O 2.003 -0.531 -0.718
C 2.576 -0.161 0.425
C 3.929 -0.130 0.681
C 4.379 0.265 1.948
Br 6.251 0.310 2.280
C 3.510 0.611 2.942
C 2.121 0.585 2.689
C 1.637 0.224 1.433
O 0.374 0.203 1.057
C 1.169 0.952 3.733
N -0.124 1.079 3.557
C -0.640 1.419 4.795
C -1.954 1.677 5.175
C -2.193 1.994 6.499
C -1.151 2.056 7.435
C 0.162 1.808 7.072
C 0.393 1.492 5.739
N 1.541 1.194 5.036
H 3.410 -1.671 -1.730
H 3.441 0.089 -2.073
H 2.090 -0.907 -2.672
H 4.636 -0.416 -0.084
H 3.900 0.916 3.904
H -0.212 0.526 1.771
H -2.750 1.629 4.445
H -3.205 2.200 6.824
H -1.378 2.307 8.464
H 0.966 1.859 7.795
H 2.468 1.107 5.407
N -3.159 1.380 -3.079
C -3.657 2.503 -2.462
C -5.008 2.556 -2.090
C -5.586 3.699 -1.568
C -4.814 4.835 -1.387
C -3.466 4.778 -1.726
C -2.846 3.649 -2.256
C -1.374 3.743 -2.559
C -0.996 4.929 -3.207
C 0.328 5.262 -3.433
C 1.305 4.392 -2.962
C 0.927 3.211 -2.344
C -0.410 2.780 -2.142
H -2.158 1.224 -2.855
H -3.695 0.540 -2.911
H -5.606 1.661 -2.230
H -6.636 3.693 -1.295
H -5.239 5.742 -0.973
H -2.846 5.649 -1.550
H -1.772 5.603 -3.559
H 0.588 6.178 -3.953
H 2.358 4.630 -3.088
H 1.725 2.567 -1.982
S 1.356 -5.124 -5.109
C 0.601 -4.388 -3.791
S 0.011 -2.768 -3.866
C -0.521 -2.825 -2.196
N -0.241 -3.971 -1.635
N 0.366 -4.841 -2.541
C 0.727 -6.094 -1.979
C 0.889 -7.240 -2.753
C 1.231 -8.438 -2.143
C 1.409 -8.516 -0.771
C 1.229 -7.372 -0.004
C 0.887 -6.169 -0.595
S -1.343 -1.506 -1.500
H 0.749 -7.187 -3.819
H 1.352 -9.321 -2.759
H 1.677 -9.455 -0.302
H 1.353 -7.412 1.072
H 0.729 -5.279 -0.006
```

## Properties
Energy above the lowest of the compared OMol25 structures with the same formula, charge and spin   40.0 kcal per mole
LUMO   3.48 eV
Electronic energy   -5631.99597 hartree
Spin multiplicity   1
Net charge   -2

Computed, not measured: C34H26CrN3O4P as an isolated structure, with ωB97M-V with the def2-TZVPD basis set.

Structure (XYZ):
```
69
C34H26CrN3O4P (ωB97M-V with the def2-TZVPD basis set)
Cr 0.258 -0.773 0.029
O -1.474 -1.837 0.282
N -2.562 -1.172 0.215
N -2.402 0.061 -0.038
O -1.204 0.604 -0.200
C -3.555 0.919 -0.146
C -4.831 0.378 -0.109
C -5.913 1.235 -0.221
C -5.720 2.604 -0.369
C -4.434 3.120 -0.404
C -3.335 2.278 -0.292
H -4.972 -0.685 0.005
H -6.913 0.826 -0.194
H -6.572 3.264 -0.456
H -4.276 4.184 -0.515
H -2.325 2.657 -0.308
O 3.264 -3.379 1.033
C 2.375 -2.714 0.532
O 1.508 -1.977 1.119
C 2.327 -2.659 -1.010
C 3.317 -3.343 -1.759
C 3.305 -3.213 -3.112
C 2.315 -2.410 -3.741
C 2.259 -2.208 -5.143
C 1.281 -1.429 -5.690
C 0.309 -0.819 -4.861
C 0.340 -0.999 -3.509
C 1.352 -1.797 -2.924
N 1.378 -1.940 -1.564
H 4.047 -3.925 -1.218
H 4.053 -3.703 -3.726
H 3.005 -2.682 -5.768
H 1.243 -1.274 -6.760
H -0.464 -0.208 -5.308
H -0.397 -0.539 -2.859
C 6.145 -0.782 -0.525
C 5.693 -0.563 0.767
C 4.457 0.027 0.984
C 3.662 0.399 -0.094
C 4.116 0.165 -1.392
C 5.355 -0.415 -1.606
P 1.968 1.027 0.115
C 1.894 2.420 -1.051
C 2.983 3.265 -1.263
C 2.885 4.326 -2.148
C 1.698 4.551 -2.835
C 0.613 3.712 -2.635
C 0.709 2.649 -1.747
C 1.916 1.774 1.775
C 2.022 3.142 2.004
C 1.943 3.640 3.296
C 1.765 2.776 4.367
C 1.657 1.410 4.144
C 1.723 0.909 2.854
H 7.109 -1.245 -0.690
H 6.297 -0.863 1.612
H 4.111 0.182 1.997
H 3.498 0.434 -2.242
H 5.698 -0.593 -2.617
H 3.914 3.089 -0.738
H 3.735 4.976 -2.303
H 1.625 5.377 -3.529
H -0.311 3.880 -3.173
H -0.140 1.995 -1.590
H 2.155 3.827 1.176
H 2.020 4.706 3.465
H 1.704 3.167 5.374
H 1.510 0.732 4.974
H 1.627 -0.159 2.680
```

## Properties
LUMO (alpha / beta)   -0.05 / -0.09 eV
Electronic energy   -3162.31959 hartree
Spin multiplicity   5
Net charge   0

Computed, not measured: C34H26MnN3O6PS3 as an isolated structure, with ωB97M-V with the def2-TZVPD basis set.

Structure (XYZ):
```
74
C34H26MnN3O6PS3 (ωB97M-V with the def2-TZVPD basis set)
Mn 0.155 -0.148 0.572
C -3.340 -2.290 0.076
O -4.282 -1.298 0.488
C -3.927 -0.031 0.793
C -4.958 0.786 1.218
C -4.746 2.114 1.599
C -3.480 2.637 1.567
C -2.409 1.836 1.141
C -1.098 2.387 1.175
N -0.002 1.738 0.938
N 1.191 2.440 1.055
C 2.168 1.619 0.822
O 1.945 0.364 0.508
C 3.573 2.047 0.938
C 4.575 1.082 0.880
C 5.898 1.458 1.053
C 6.219 2.788 1.284
C 5.216 3.750 1.340
C 3.893 3.383 1.169
C -2.621 0.505 0.720
O -1.631 -0.215 0.229
H -3.940 -3.181 -0.095
H -2.604 -2.488 0.854
H -2.829 -2.007 -0.841
H -5.948 0.350 1.255
H -5.580 2.716 1.931
H -3.286 3.653 1.885
H -0.977 3.436 1.432
H 4.319 0.041 0.737
H 6.675 0.705 1.021
H 7.253 3.078 1.424
H 5.468 4.787 1.521
H 3.097 4.114 1.219
S -1.068 1.582 4.388
P 0.025 -0.028 4.369
S -0.016 -1.224 2.636
C -0.548 -1.342 5.474
C -1.622 -1.090 6.318
C -2.104 -2.101 7.138
C -1.525 -3.361 7.104
C -0.456 -3.618 6.256
C 0.036 -2.614 5.438
C 1.763 0.312 4.761
C 2.333 1.444 4.181
C 3.660 1.757 4.420
C 4.422 0.951 5.255
C 3.851 -0.155 5.862
C 2.523 -0.479 5.619
H -2.072 -0.106 6.320
H -2.938 -1.904 7.798
H -1.908 -4.148 7.740
H -0.006 -4.601 6.228
H 0.870 -2.816 4.777
H 1.716 2.094 3.571
H 4.098 2.631 3.956
H 5.461 1.193 5.440
H 4.437 -0.772 6.531
H 2.085 -1.333 6.114
O 4.841 -2.202 0.527
S 3.889 -3.075 -0.101
O 4.076 -4.490 -0.003
N 2.368 -2.664 0.387
C 1.712 -2.131 -0.583
O 0.492 -1.673 -0.474
C 2.397 -2.068 -1.901
C 1.932 -1.568 -3.103
C 2.794 -1.597 -4.193
C 4.082 -2.112 -4.074
C 4.545 -2.613 -2.861
C 3.674 -2.579 -1.794
H 0.930 -1.168 -3.184
H 2.462 -1.214 -5.149
H 4.733 -2.124 -4.938
H 5.544 -3.014 -2.757
```

## Properties
Energy above the lowest of the compared OMol25 structures with the same formula, charge and spin   12.0 kcal per mole
LUMO (alpha / beta)   -3.24 / -1.34 eV
Electronic energy   -4613.93040 hartree
Spin multiplicity   4
Net charge   0

Question: Which of these has the highest electronic energy?
Answer: C34H25FN5O4Pt

Question: Look up the electronic energy of the third one.
Answer: -3122.74176 hartree